Entry 1:
Molecular formula: C16H16AsBrF6NO6PRh
Method: DFT, ωB97M-V with the def2-TZVPD basis set

Results
M = 721.00 g/mol
Calculated total energy = -6986.46313 Eh
Multiplicity = 2

CARTESIAN COORDINATES (ANGSTROEM)
Rh: 0.1273 0.9869 -0.8759
O: 4.6087 0.9385 3.5642
C: 3.7147 1.0168 2.5764
C: 4.0296 0.7552 1.2366
C: 3.0164 0.8374 0.3038
N: 1.7764 1.1430 0.6278
C: 1.4578 1.3689 1.8908
C: 2.3888 1.3323 2.9054
C: -0.0536 1.5433 2.1519
O: -0.4215 1.4922 3.3161
O: -0.7500 1.6376 1.1172
C: 3.2057 0.4446 -1.2061
O: 4.3102 0.0633 -1.5208
O: 2.1488 0.5533 -1.8593
H: 5.4781 0.6747 3.2344
H: 5.0196 0.4762 0.9047
H: 2.1011 1.5214 3.9289
C: -0.0288 -1.5662 3.4358
As: -1.0492 -1.3366 1.7861
C: -1.6428 -3.1597 1.3838
C: -2.7027 -0.3471 2.1037
O: -0.0258 -0.9447 0.5536
H: -0.5119 -2.3034 4.0738
H: 0.0724 -0.6277 3.9742
H: 0.9535 -1.9312 3.1356
H: -2.0410 -3.6386 2.2776
H: -0.7672 -3.7055 1.0319
H: -2.3929 -3.1591 0.5920
H: -3.3621 -0.9940 2.6830
H: -3.1703 -0.0843 1.1542
H: -2.4927 0.5647 2.6604
Br: -2.8048 -3.4398 -5.2310
C: -2.0128 -2.2277 -4.0001
C: -0.8099 -1.6168 -4.3260
C: -0.1981 -0.7945 -3.3955
C: -0.8108 -0.5693 -2.1685
C: -2.0237 -1.1690 -1.8606
C: -2.6350 -2.0052 -2.7802
H: -0.3449 -1.7873 -5.2852
H: 0.7543 -0.3377 -3.6302
H: -2.5076 -0.9814 -0.9077
H: -3.5805 -2.4791 -2.5569
F: 0.4170 3.3853 -1.4038
P: -0.8723 3.4728 -2.4708
F: -1.6685 2.3838 -1.4275
F: -1.4858 4.6714 -1.6284
F: -2.1304 3.3785 -3.4408
F: -0.2165 2.1351 -3.1869
F: -0.0671 4.4298 -3.4395

---

Entry 2:
Molecular formula: C16H16BN9O7Sn
Method: DFT, ωB97M-V with the def2-TZVPD basis set

Results
Total charge = +2
M = 575.88 g/mol
Calculated total energy = -1876.86249 Eh
Energy above the lowest of the compared OMol25 structures with the same formula, charge and spin = 70.4 kJ/mol

CARTESIAN COORDINATES (ANGSTROEM)
H: 1.5024 2.8205 0.6605
N: 1.0678 1.3145 -0.8696
B: 0.2406 0.1980 -3.1450
N: 0.4911 1.3982 -2.1350
C: 0.4416 2.7073 -2.4614
Sn: 1.7299 -0.2913 0.4056
H: 0.0755 3.0189 -3.4394
C: 0.9371 3.4638 -1.4070
H: 1.0274 4.5319 -1.3516
C: 1.2471 2.5703 -0.3811
H: 0.5059 0.5946 -4.2686
C: -1.3922 -1.1520 1.3732
H: -1.0019 -1.3657 2.3703
H: -0.9121 -1.7370 0.5383
H: -1.7980 -0.1823 0.9987
N: -1.2676 -0.1688 -3.3807
N: 1.1591 -1.0133 -2.7977
N: -2.2435 0.3510 -2.5704
N: 1.9740 -1.0873 -1.6790
C: -1.8313 -0.7992 -4.4512
C: 1.6509 -1.8710 -3.7244
H: -1.2191 -1.1946 -5.2503
H: 1.2693 -1.8370 -4.7362
C: -3.2159 -0.7292 -4.3127
C: 2.7204 -2.5713 -3.1563
C: -3.4346 0.0258 -3.1317
C: 2.8581 -2.0884 -1.8465
H: -3.9490 -1.2088 -4.9316
H: 3.3194 -3.3347 -3.5934
H: -4.3918 0.2938 -2.7131
H: 3.5134 -2.4149 -1.0425
H: -2.5169 -0.4654 3.0543
O: 1.3871 1.7067 8.2547
N: 2.2662 1.5432 7.3706
O: 3.4756 1.6709 7.6418
C: 1.8775 1.2094 5.9621
C: 0.5125 0.9783 5.7161
C: 0.0334 0.8063 4.3986
C: 0.9749 0.8293 3.2861
O: 0.5190 0.7611 2.0923
C: 2.3999 0.8537 3.5861
C: 2.8153 1.1048 4.9113
N: 3.4435 0.8490 2.6089
O: 4.5881 1.1223 2.9419
O: 3.2436 0.7032 1.2841
N: -1.2831 0.3701 4.2479
O: -1.8934 -0.0824 5.2180
O: -1.9484 0.3608 3.0388
H: -0.1701 0.9342 6.5667
H: 3.8902 1.2230 5.1032

---

Entry 3:
Molecular formula: C16H16BN9O7Sr
Method: DFT, ωB97M-V with the def2-TZVPD basis set

Results
M = 544.79 g/mol
Calculated total energy = -1694.23366 Eh

CARTESIAN COORDINATES (ANGSTROEM)
H: 0.0083 3.1386 0.1564
N: 0.3244 1.8528 -1.4811
B: 0.7605 0.7626 -3.8016
N: 0.6594 1.9706 -2.8074
C: 0.8110 3.2765 -3.0520
Sr: -0.0813 -0.1492 -0.4933
H: 1.0726 3.5711 -4.0430
C: 0.5650 3.9964 -1.8825
H: 0.6006 5.0532 -1.7504
C: 0.2574 3.0522 -0.8987
H: 1.2238 1.1964 -4.8072
C: -2.1021 -2.8786 0.9000
H: -2.4192 -3.2056 1.9007
H: -1.1382 -3.3105 0.7316
H: -2.7766 -3.2801 0.1313
N: -0.6482 0.1739 -4.1292
N: 1.7057 -0.3446 -3.2597
N: -1.4567 -0.3408 -3.1325
N: 1.5928 -0.8127 -1.9598
C: -1.2680 0.1495 -5.3223
C: 2.7105 -0.9954 -3.8570
H: -0.7536 0.5184 -6.2038
H: 2.9479 -0.7526 -4.8782
C: -2.5381 -0.3888 -5.1397
C: 3.2625 -1.9027 -2.9521
C: -2.6075 -0.6804 -3.7637
C: 2.5328 -1.7534 -1.7685
H: -3.2874 -0.5464 -5.9037
H: 4.0828 -2.5717 -3.1231
H: -3.4338 -1.1202 -3.2042
H: 2.6193 -2.2401 -0.7967
H: -2.1868 -1.7664 0.8691
O: -0.2509 2.2225 7.2855
N: -0.4398 1.0120 7.0929
O: -0.7358 0.1889 7.9706
C: -0.2908 0.5079 5.7043
C: 0.0634 1.3927 4.6852
C: 0.2216 0.9203 3.3919
C: 0.0073 -0.4804 3.0045
O: 0.0732 -0.8959 1.8494
C: -0.3136 -1.3238 4.1524
C: -0.4687 -0.8522 5.4379
N: -0.3977 -2.7896 3.9140
O: -0.8078 -3.4810 4.8780
O: -0.0087 -3.2478 2.8403
N: 0.7454 1.8452 2.3744
O: 0.8055 3.0531 2.6694
O: 1.2277 1.3490 1.3120
H: 0.2399 2.4362 4.9117
H: -0.7099 -1.5290 6.2476

---

Entry 4:
Molecular formula: C16H16BrN12O5ReS2
Method: DFT, ωB97M-V with the def2-TZVPD basis set

Results
Total charge = -1
M = 786.63 g/mol
Calculated total energy = -5101.50083 Eh
Energy above the lowest of the compared OMol25 structures with the same formula, charge and spin = 40.3 kJ/mol
Multiplicity = 4

CARTESIAN COORDINATES (ANGSTROEM)
Re: 0.6517 0.7092 0.5493
N: 1.2513 2.6839 1.2278
C: 1.7487 2.5640 2.6331
C: 0.8520 1.6021 3.3806
O: 0.5835 1.7523 4.5581
N: 0.3912 0.6178 2.5579
C: -0.8410 -0.0676 2.9219
C: -1.9096 0.3994 1.9372
O: -3.0912 0.2972 2.1429
O: -1.3988 0.9412 0.8221
H: 0.4718 3.3494 1.1857
H: 1.9672 3.0958 0.6368
H: 2.7527 2.1511 2.6052
H: 1.7498 3.5253 3.1378
H: -0.7349 -1.1476 2.8177
H: -1.1452 0.1651 3.9364
N: 2.6152 -0.3120 -2.0682
C: 3.2539 -0.0801 -0.8732
N: 4.5291 -0.2878 -0.6618
N: 4.7346 0.1253 0.6174
N: 3.6469 0.5384 1.1489
N: 2.6568 0.4248 0.2093
C: 1.4347 0.3066 -2.4098
N: 0.9586 0.3856 -3.6271
N: -0.2109 1.0651 -3.4848
N: -0.4202 1.3732 -2.2612
N: 0.6334 0.9045 -1.5267
H: 3.1795 -0.6615 -2.8231
S: -0.4884 4.9510 -0.4044
C: -1.7437 4.1352 -1.1488
N: -2.3882 3.0798 -0.6888
C: -3.4649 2.5354 -1.5110
C: -3.1934 3.0047 -2.9334
S: -2.3876 4.6225 -2.7085
H: -1.9856 2.4773 0.0283
H: -4.4231 2.9170 -1.1509
H: -3.4663 1.4500 -1.4274
H: -4.1051 3.1191 -3.5162
H: -2.4925 2.3507 -3.4459
Br: -2.8164 -5.1487 -1.9740
C: -1.2556 -4.9657 -0.9054
C: -0.5786 -6.1049 -0.5055
C: 0.5642 -5.9678 0.2753
C: 1.0112 -4.7094 0.6489
C: 0.3168 -3.5785 0.2382
C: -0.8244 -3.7011 -0.5469
C: 0.8091 -2.2210 0.6697
O: 1.7714 -2.1059 1.3989
O: 0.1256 -1.2356 0.1304
H: -0.9389 -7.0825 -0.7975
H: 1.1036 -6.8528 0.5912
H: 1.8949 -4.5743 1.2590
H: -1.3551 -2.8149 -0.8659